1.
45
Properties=species:S:1:pos:R:3:forces:R:3 method="wB97M-V/def2-TZVPD" homo_lumo_gap_ev=7.492 charge=+1 lumo_energy_ha=-0.1919 homo_energy_ev=-12.71
O 6.19404 -2.13933 -1.50100 -0.1 -0.2 0.4
C 5.92629 -1.17721 -0.88356 0.2 1.2 -0.6
Br 5.63484 -1.16520 1.07477 0.1 0.0 -0.8
C 5.73704 0.24114 -1.57006 -0.7 0.1 0.5
C 4.19894 0.52428 -1.54063 0.2 0.9 0.5
C 3.64872 1.50748 -0.62618 -2.2 -1.8 -1.9
C 2.17782 1.61470 -0.70291 3.6 -0.6 -0.2
N 1.56026 0.80294 -1.59800 -2.4 1.7 1.8
C 0.09291 0.91660 -1.60074 -4.2 0.7 -1.3
C -0.71676 0.95031 -0.41227 0.9 0.0 0.4
C -2.15675 1.10153 -0.39816 1.5 0.1 -1.3
N -2.84678 1.24525 -1.55174 1.8 -0.4 0.4
C -2.10518 1.19498 -2.67875 0.7 0.1 -1.5
C -0.67816 1.04948 -2.85133 0.3 -0.1 2.6
N 2.02602 -0.05919 -2.45662 2.0 -0.7 -0.5
C 3.34907 -0.23558 -2.46877 0.5 1.6 1.8
H 6.32210 1.02021 -1.02074 -0.7 -0.7 -0.2
H 6.11550 0.23833 -2.62209 -0.4 -0.4 0.9
H 4.23945 2.12446 0.08175 -0.4 -0.6 -0.7
H 1.60653 2.32396 -0.06000 0.2 -0.9 -0.9
H -0.20295 0.85168 0.57747 -0.6 0.0 -0.9
H -2.70526 1.14433 0.57566 0.8 -0.3 -1.8
H -2.68142 1.31120 -3.63181 0.5 -0.1 1.0
H -0.18419 1.03881 -3.85031 -0.7 0.0 1.0
H 3.83787 -0.95524 -3.16000 -0.8 0.5 0.5
C -1.89204 -3.07244 -2.10402 -0.2 -0.3 0.0
Cl -1.43003 -4.76981 -2.29632 -0.1 0.3 0.0
Cl -0.43126 -2.06365 -2.03172 -0.1 -0.4 -0.1
Cl -2.88531 -2.56833 -3.48154 0.1 0.0 0.1
Cl -2.81626 -2.87547 -0.60528 0.1 0.0 -0.1
C -3.14573 1.41734 4.28181 -0.1 0.0 0.4
Cl -3.12584 1.50579 2.50369 -0.2 0.2 0.9
Cl -3.33395 3.04551 4.94925 0.0 -0.4 -0.2
Cl -4.49661 0.40198 4.80456 0.2 0.1 -0.1
Cl -1.62159 0.71462 4.85187 -0.1 0.1 -0.1
C -4.44896 7.02821 6.08280 -0.1 0.1 0.0
Cl -3.72099 5.54222 6.72316 -0.1 0.3 0.1
Cl -6.06896 6.67023 5.46262 0.2 0.0 0.1
Cl -4.56223 8.23290 7.37471 0.0 -0.2 -0.1
Cl -3.43932 7.66047 4.77016 -0.1 -0.1 0.1
C -0.19400 -8.46915 -1.28127 0.0 -0.1 0.1
Cl 0.27343 -10.16585 -1.46989 -0.1 0.2 0.0
Cl 1.26148 -7.45813 -1.21199 -0.1 -0.1 0.0
Cl -1.19055 -7.97347 -2.66189 0.1 -0.1 0.1
Cl -1.12124 -8.27287 0.21533 0.1 0.0 -0.2

***

2.
15
Properties=species:S:1:pos:R:3:forces:R:3 method="wB97M-V/def2-TZVPD" homo_lumo_gap_ev=9.520 lumo_energy_ha=0.0369 e_above_lowest_ev=2.673 homo_energy_ev=-8.51
C 4.81584 3.27013 -1.52686 -5.0 -1.3 -0.7
C 4.13763 3.83496 -2.57941 -0.5 -0.3 1.6
H 4.19743 2.54487 -0.79460 1.5 1.9 -1.6
H 5.84706 3.27445 -1.35624 1.4 0.3 -0.1
H 3.03551 3.92434 -2.83213 1.1 -1.1 1.3
H 4.53888 4.46692 -3.32402 1.6 0.5 -0.5
C -2.72426 -1.72711 0.20343 -2.4 -0.9 -1.9
S -1.76700 -2.22883 1.60449 -0.9 -0.5 1.3
C -3.09892 -3.03563 2.69737 -1.7 2.2 -2.2
H -3.19695 -2.70546 -0.19255 0.6 1.6 0.3
H -3.57052 -0.90904 0.12793 1.7 -1.4 1.2
H -1.99178 -1.43146 -0.53512 0.2 0.1 -0.3
H -2.65745 -2.89853 3.69558 -0.9 -0.4 -0.3
H -3.51422 -4.02707 2.39395 1.2 0.4 0.4
H -4.05126 -2.35255 2.41819 2.2 -1.2 1.5

***

3.
14
Properties=species:S:1:pos:R:3:forces:R:3 method="wB97M-V/def2-TZVPD" homo_lumo_gap_ev="7.955 / 8.154" lumo_energy_ha="0.0199 / 0.0163" e_above_lowest_ev=5.184 homo_energy_ev="-7.41 / -7.71"
C 2.46839 0.97751 -0.93889 -0.5 1.3 0.4
C -0.56391 -2.02496 0.37697 3.1 -1.4 2.8
C -1.20669 0.05187 1.14050 -1.3 1.7 -1.0
O -0.54181 -1.02899 1.23419 0.9 -1.9 -0.1
P -2.08746 0.43507 -0.35242 -1.3 -3.1 -0.4
H 3.28795 1.06641 -1.68311 -0.4 -0.4 0.6
H 1.66776 1.72397 -1.29473 0.8 -1.6 0.4
H 2.79014 1.42307 0.04861 -0.1 -0.7 -1.0
H 2.12482 -0.08230 -0.76802 0.2 1.3 -0.5
H -1.16809 -2.10376 -0.43690 -1.8 0.2 -2.0
H 0.17258 -2.80158 0.66936 -0.8 0.6 -0.5
H -1.10904 0.71961 1.94578 0.3 0.6 0.9
H -2.35093 1.67151 -0.03982 -0.6 2.9 0.8
H -3.48370 -0.02744 0.09848 1.5 0.4 -0.7

***

4.
38
Properties=species:S:1:pos:R:3:forces:R:3 method="wB97M-V/def2-TZVPD" homo_lumo_gap_ev="8.451 / 6.062" s_squared=8.7640 spin_multiplicity=6 charge=+1 lumo_energy_ha="-0.1696 / -0.2521" e_above_lowest_ev=1.667 homo_energy_ev="-13.07 / -12.92"
Fe 1.36090 -0.82286 0.32648 1.0 4.6 0.3
O -0.48890 1.86604 3.11278 -0.3 -0.6 0.2
C 0.25910 1.28454 2.36818 1.1 3.3 -0.8
O 0.37150 0.05364 2.10338 0.2 -3.8 -1.1
C 1.25750 2.13464 1.52028 -0.9 -0.4 0.9
C 1.54400 3.47324 1.72268 0.0 -0.3 -0.3
C 2.47120 4.06334 0.87228 0.0 0.0 0.0
C 3.10580 3.30684 -0.10812 -0.2 -0.2 0.2
C 2.74450 1.97414 -0.22222 0.7 -0.5 -1.0
N 1.83120 1.43564 0.56148 -0.1 -0.9 0.0
C 3.36310 0.93464 -1.22342 0.4 3.7 1.1
O 4.26850 1.29364 -1.92802 -0.1 -0.7 -0.2
O 2.78000 -0.18056 -1.11272 -2.1 -4.0 0.9
H 1.05020 4.01004 2.51598 -0.1 0.0 0.1
H 2.70530 5.11224 0.98248 0.1 0.0 0.0
H 3.85860 3.72434 -0.75842 0.0 -0.1 -0.1
C -3.74990 -0.38626 -0.02942 0.2 -0.2 -0.1
C -2.37800 0.23294 0.21998 0.7 0.4 0.1
P -0.99370 -0.90116 -0.23492 -1.7 -1.0 -0.4
C -1.26000 -1.38356 -2.00612 0.5 0.2 0.2
C 0.07380 -1.69226 -2.68712 0.0 0.2 0.0
C -1.37590 -2.43476 0.73168 0.3 0.2 0.1
C -0.13880 -3.31476 0.91678 -0.3 0.2 -0.3
H -4.51500 0.35054 0.19848 0.0 0.1 0.0
H -3.91380 -1.24776 0.61168 -0.1 -0.1 0.0
H -3.86670 -0.68276 -1.06912 -0.1 -0.1 -0.1
H -2.25510 0.48164 1.27688 0.1 0.1 0.0
H -2.25970 1.15424 -0.35682 0.1 0.0 0.1
H -1.74910 -0.55066 -2.51552 -0.1 0.0 0.1
H -1.92030 -2.25296 -2.04972 -0.1 0.1 0.1
H 0.76560 -0.85336 -2.59402 0.0 0.0 -0.1
H -0.07750 -1.87806 -3.74742 0.0 -0.1 0.0
H 0.54620 -2.57536 -2.25742 0.1 -0.1 0.0
H -2.16690 -2.99296 0.22078 0.1 0.2 0.0
H -1.75130 -2.11496 1.70588 0.0 0.0 0.0
H 0.28630 -3.60646 -0.04332 0.1 -0.1 -0.1
H -0.40300 -4.22176 1.45618 0.2 0.0 0.1
H 0.62040 -2.79316 1.51968 0.1 0.0 0.2